Density functional theory data (wB97M-V/def2-TZVPD) for C30H29N2S3Ta as an isolated structure.

The geometry in XYZ format:
```
65
Properties=species:S:1:pos:R:3:forces:R:3:mulliken_charge:R:1
Ta -0.683 -0.458 0.090 0.1 0.0 0.7 0.8428
C 1.271 -2.039 0.191 0.0 0.3 0.1 0.3247
C 1.761 -0.717 -0.035 -0.1 -0.1 0.2 0.6523
C 1.509 0.055 1.134 0.0 -0.1 0.0 1.4653
C 0.800 -0.765 2.057 0.2 0.1 -0.3 1.3812
C 0.665 -2.061 1.476 0.2 0.2 -0.1 0.1778
C 0.278 -3.293 2.228 -0.1 0.0 0.0 -1.4020
C 0.482 -0.455 3.484 0.0 0.0 0.0 -2.0518
C 2.206 1.350 1.401 0.0 0.0 0.0 -2.1441
C 2.628 -0.244 -1.159 0.0 0.0 0.0 -1.7969
C 1.584 -3.255 -0.618 0.0 0.0 0.0 -2.1071
H -0.605 -3.161 2.852 0.0 0.0 0.0 0.3264
H 1.107 -3.566 2.888 0.0 0.0 0.0 0.3966
H 0.097 -4.130 1.556 -0.1 0.0 0.0 0.4068
H -0.533 -0.757 3.748 0.0 0.0 0.0 0.2408
H 0.604 0.603 3.701 0.0 0.0 0.0 0.4707
H 1.167 -1.007 4.134 0.0 0.0 0.0 0.4366
H 2.157 2.021 0.545 0.0 0.0 0.0 0.3686
H 3.262 1.128 1.584 0.0 0.0 0.0 0.4911
H 1.819 1.870 2.273 0.0 0.0 0.0 0.3557
H 2.237 0.667 -1.618 0.0 0.0 0.0 0.2472
H 2.738 -1.002 -1.930 0.0 0.0 0.0 0.4522
H 3.625 -0.014 -0.774 0.0 0.0 0.0 0.3466
H 1.827 -3.011 -1.648 0.0 0.0 0.0 0.4505
H 0.754 -3.959 -0.633 0.0 0.0 0.0 0.4494
H 2.449 -3.757 -0.175 0.0 0.0 0.0 0.3987
S -5.204 -1.320 1.012 0.0 0.0 0.0 -0.2182
C -3.660 -1.015 0.630 0.1 -0.1 -0.2 0.3666
S -3.067 -0.050 -0.686 -0.2 0.1 0.0 -0.3553
S -2.272 -1.696 1.497 -0.2 0.0 0.0 -0.4897
N -1.610 1.296 1.588 -0.1 -0.1 -0.2 -0.4283
C -0.852 2.429 1.999 0.1 0.1 0.0 0.3830
C -0.761 2.759 3.344 0.0 0.0 0.0 -0.8169
C 0.008 3.838 3.749 0.0 0.0 0.1 -0.5234
C 0.672 4.597 2.799 0.0 0.0 0.0 -1.0928
C 0.553 4.277 1.457 0.0 0.0 0.0 -0.7241
C -0.209 3.192 1.024 0.0 -0.1 0.0 0.2944
C -0.344 2.871 -0.427 0.0 0.0 0.1 1.4719
C -0.348 3.973 -1.289 0.0 0.0 0.0 -0.8808
C -0.504 3.835 -2.655 0.0 0.0 0.0 -1.0276
C -0.709 2.568 -3.170 0.0 0.0 0.0 -0.9185
C -0.729 1.475 -2.317 0.0 0.0 0.0 -0.5168
C -0.519 1.557 -0.928 0.1 0.2 -0.1 0.1112
H -2.116 0.874 2.360 0.1 0.0 0.0 0.3703
H -2.306 1.573 0.894 -0.1 0.0 0.1 0.4736
H -1.305 2.170 4.074 0.0 0.0 0.0 0.4761
H 0.078 4.085 4.800 0.0 0.0 0.0 0.4135
H 1.284 5.436 3.102 0.0 0.0 0.0 0.3954
H 1.096 4.860 0.725 0.0 0.0 0.0 0.4780
H -0.262 4.967 -0.870 0.0 0.0 0.0 0.5365
H -0.503 4.706 -3.296 0.0 0.0 0.0 0.3710
H -0.886 2.423 -4.228 0.0 0.0 0.0 0.5005
H -0.961 0.523 -2.771 -0.1 0.1 0.1 0.5206
N -0.885 -5.195 -5.891 0.0 0.0 0.0 -0.5536
C -0.862 -4.459 -5.008 0.0 0.0 0.0 -0.2486
C -0.833 -3.545 -3.901 0.0 0.0 0.0 0.4455
C -0.047 -2.399 -3.960 0.0 -0.1 0.0 -1.2066
C -0.005 -1.540 -2.874 0.1 0.0 0.0 0.1262
C -0.744 -1.760 -1.704 -0.1 -0.2 -0.3 0.5941
C -1.554 -2.908 -1.699 0.0 0.0 0.0 -0.4538
C -1.593 -3.794 -2.762 0.0 0.1 0.0 -0.9015
H 0.529 -2.188 -4.852 0.0 0.0 0.0 0.4762
H 0.622 -0.661 -2.963 0.1 -0.1 0.0 0.5935
H -2.177 -3.123 -0.840 0.0 0.0 0.0 0.2985
H -2.224 -4.673 -2.719 0.0 0.0 0.0 0.4800
```
Positions in Å, forces in eV/Å.

Its frontier orbital gap is 7.239 eV. The LUMO energy comes out at -0.87 eV.

***

Density functional theory data (wB97M-V/def2-TZVPD) for C2Cl3N4 as an isolated structure.

The geometry in XYZ format:
```
9
Properties=species:S:1:pos:R:3:forces:R:3:mulliken_charge:R:1
C -0.629 -0.659 0.207 -0.4 0.5 -0.4 0.5402
C 1.163 2.274 -1.384 -0.6 0.7 -0.6 -0.0300
N -0.495 -2.011 0.218 1.8 2.1 -4.7 -0.2670
N -1.283 -0.188 1.263 0.9 -1.5 -0.4 -0.2932
N -1.104 -2.361 1.251 -0.4 -2.3 2.9 -0.3305
N -1.500 -1.360 1.934 -1.9 2.2 1.6 -0.3183
Cl 2.275 1.488 -2.420 0.8 -0.3 -0.8 -0.0894
Cl 1.873 2.404 0.133 0.4 0.2 1.3 -0.0713
Cl -0.301 0.414 -1.201 -0.7 -1.5 1.1 -0.1404
```
Positions in Å, forces in eV/Å.

Its frontier orbital gap is 7.745 eV. As for the charge: -1. The LUMO energy comes out at 2.51 eV.

***

Density functional theory data (wB97M-V/def2-TZVPD) for a 5-piece molecular cluster, C20H40O10S5 overall.

The geometry in XYZ format:
```
75
Properties=species:S:1:pos:R:3:forces:R:3:mulliken_charge:R:1
O -2.962 3.487 -7.370 -0.5 1.4 1.4 -0.6389
S -3.577 4.101 -6.168 2.0 0.9 -1.0 1.0353
O -3.107 5.436 -5.636 -1.5 -3.5 -1.4 -0.6401
C -5.344 3.984 -6.473 0.0 -1.1 1.6 -0.6342
C -5.613 2.454 -6.254 1.5 -1.0 -0.9 -0.6762
C -4.811 1.927 -5.022 -0.9 1.0 -0.2 -0.6795
C -3.487 2.798 -4.940 -1.7 -0.7 1.1 -0.5774
H -5.488 4.461 -7.443 -0.4 -0.3 0.2 0.4250
H -5.793 4.476 -5.611 -0.3 0.6 -0.4 0.2975
H -6.608 2.012 -6.293 -0.4 0.9 0.3 0.4157
H -5.103 1.880 -7.028 -0.1 0.5 -0.7 0.3048
H -4.796 0.838 -5.063 1.1 0.0 -0.6 0.3381
H -5.435 1.988 -4.131 0.3 0.9 0.4 0.3039
H -2.577 2.215 -5.083 0.0 0.4 0.2 0.4057
H -3.607 3.318 -3.990 0.9 -0.1 0.1 0.3203
O -5.809 -1.710 10.667 -0.7 2.8 -1.4 -0.6281
S -5.981 -0.427 9.908 1.9 -1.7 -1.4 1.0011
O -6.980 -0.313 8.817 0.9 0.0 2.3 -0.6208
C -5.873 1.059 11.027 -0.1 0.3 -1.7 -0.6944
C -4.400 1.562 10.920 -0.6 0.1 0.8 -0.5890
C -3.929 1.420 9.468 -0.3 -1.1 -0.3 -0.4302
C -4.244 -0.007 9.077 -1.6 -1.2 1.2 -0.8076
H -6.343 0.994 12.009 0.4 -0.5 -0.1 0.4304
H -6.471 1.744 10.426 -0.2 0.2 0.1 0.3444
H -4.394 2.587 11.292 0.0 0.2 -0.2 0.3177
H -3.812 1.022 11.661 0.4 -0.3 -0.4 0.3223
H -2.872 1.536 9.227 0.1 0.5 0.6 0.3051
H -4.489 2.036 8.766 -0.1 0.4 0.3 0.2715
H -3.677 -0.764 9.620 0.4 0.2 -0.1 0.3739
H -4.204 -0.211 8.007 -0.5 -0.1 0.2 0.4037
O 2.982 -7.390 -7.982 -0.1 0.5 -0.3 -0.6056
S 2.732 -8.028 -9.243 -0.6 -2.9 -2.1 1.0034
O 3.756 -8.973 -9.784 -2.2 2.0 1.0 -0.6143
C 1.039 -8.887 -9.195 -0.2 -1.0 -1.1 -0.7891
C 0.620 -9.111 -10.694 1.1 0.1 0.2 -0.5667
C 0.876 -7.791 -11.409 1.2 0.5 1.6 -0.5850
C 2.095 -6.990 -10.617 -1.5 -0.3 -1.6 -0.6435
H 0.242 -8.296 -8.744 0.5 0.6 0.2 0.3425
H 1.091 -9.802 -8.604 0.4 0.0 -0.1 0.4369
H 1.219 -9.827 -11.257 0.3 -0.4 0.8 0.3063
H -0.399 -9.394 -10.957 -0.2 -0.1 1.0 0.3718
H -0.045 -7.213 -11.340 0.3 0.4 -0.3 0.2904
H 1.115 -8.077 -12.434 0.2 0.8 0.0 0.3037
H 1.651 -6.095 -10.182 0.3 0.0 0.2 0.3665
H 2.782 -6.713 -11.417 0.6 0.0 0.7 0.3826
O 8.142 6.253 2.557 0.1 -0.4 1.2 -0.6294
S 7.073 6.284 3.538 -0.9 1.5 0.3 1.0827
O 5.776 5.846 3.075 0.0 0.2 0.3 -0.6291
C 7.336 5.431 5.172 1.3 1.8 0.8 -0.7406
C 6.997 6.584 6.375 0.1 -0.8 -3.1 -0.6441
C 7.420 7.957 5.697 -1.3 -0.7 0.4 -0.5801
C 6.980 8.078 4.233 0.5 -1.4 -0.8 -0.6332
H 8.408 5.237 5.119 0.2 0.1 0.4 0.3317
H 6.890 4.440 5.099 -0.7 0.4 0.4 0.4345
H 5.927 6.518 6.575 -0.1 0.3 -0.4 0.3082
H 7.442 6.536 7.369 0.6 -0.7 -0.4 0.3716
H 8.503 8.074 5.664 0.0 -0.1 0.5 0.2965
H 6.968 8.710 6.342 0.3 0.4 -0.2 0.3273
H 7.709 8.669 3.679 0.1 -0.3 -0.1 0.3257
H 6.021 8.456 3.878 -0.4 -0.2 0.9 0.3781
O 1.029 -0.925 3.204 1.1 -0.7 -0.2 -0.6415
S 1.437 -2.054 2.376 -0.9 -1.5 -0.4 1.0113
O 2.398 -3.094 2.804 -0.9 2.1 -0.7 -0.6319
C -0.110 -2.926 1.924 1.2 0.6 -0.8 -0.7451
C 0.073 -3.398 0.426 -0.2 0.5 -0.1 -0.5127
C 1.180 -2.574 -0.337 0.3 1.9 0.8 -0.4435
C 1.633 -1.464 0.618 1.1 -0.1 1.6 -0.8535
H -0.789 -2.079 2.024 -0.4 -0.3 -0.3 0.3234
H -0.356 -3.664 2.688 0.2 -0.2 -0.3 0.4489
H 0.306 -4.458 0.322 -0.2 0.1 0.3 0.2960
H -0.877 -3.186 -0.065 0.0 -0.4 -0.1 0.3051
H 0.887 -1.845 -1.093 -1.2 -0.9 -0.7 0.2317
H 2.011 -3.063 -0.843 -0.1 -0.7 0.7 0.3309
H 0.975 -0.596 0.581 -0.2 -0.2 0.2 0.3664
H 2.636 -1.062 0.470 0.1 -0.3 0.0 0.5145
```
Positions in Å, forces in eV/Å.

Its frontier orbital gap is 10.408 eV. The SMILES is O=S1(=O)CCCC1.O=S1(=O)CCCC1.O=S1(=O)CCCC1.O=S1(=O)CCCC1.O=S1(=O)CCCC1. The LUMO energy comes out at 0.50 eV.

***

Density functional theory data (wB97M-V/def2-TZVPD) for C23H14Br3FNO3Pt as an isolated structure.

The geometry in XYZ format:
```
46
Properties=species:S:1:pos:R:3:forces:R:3:mulliken_charge:R:1
Pt 0.177 0.188 0.443 0.4 -0.7 0.1 0.7700
C 2.816 -0.995 -0.984 0.0 0.0 0.0 -1.4276
C 1.598 -1.575 -1.636 0.1 0.0 0.1 1.0323
C 1.697 -2.458 -2.730 0.1 0.1 0.1 -0.9074
C 0.568 -2.960 -3.298 -0.1 -0.1 -0.1 -0.8326
C -0.702 -2.629 -2.782 0.0 0.0 0.0 0.8871
C -1.925 -3.111 -3.304 0.1 0.0 0.0 -0.0336
Br -1.941 -4.298 -4.794 0.0 0.0 0.0 -0.2766
C -3.110 -2.737 -2.742 -0.1 0.1 0.1 -0.2718
C -3.139 -1.887 -1.636 0.0 -0.1 -0.1 -0.2409
Br -4.819 -1.412 -0.906 0.0 0.0 0.0 -0.2051
C -1.991 -1.370 -1.012 0.1 0.0 0.0 0.4730
O -2.011 -0.635 0.008 -0.2 0.0 0.0 -0.8554
C -0.735 -1.757 -1.669 0.1 0.0 0.0 -0.0676
N 0.419 -1.254 -1.153 -0.3 0.4 0.0 0.2782
H 3.726 -1.444 -1.379 0.0 0.0 0.0 0.4222
H 2.760 -1.160 0.093 0.0 0.0 0.0 0.2620
H 2.849 0.083 -1.151 0.0 0.0 0.0 0.1283
H 2.674 -2.716 -3.115 0.0 0.0 0.0 0.4325
H 0.631 -3.625 -4.149 0.0 0.0 0.0 0.2990
H -4.042 -3.105 -3.149 0.0 0.0 0.0 0.4030
F -0.499 4.980 -3.293 0.0 0.0 0.0 -0.3604
C -0.354 3.899 -2.477 0.0 0.0 0.0 0.4440
C 0.897 3.600 -1.987 0.1 -0.1 0.0 -0.7452
C 1.036 2.487 -1.161 0.0 0.1 -0.1 -0.1808
C -0.056 1.686 -0.814 -0.1 0.2 0.0 -0.4024
C -1.308 2.036 -1.336 0.1 0.1 -0.1 0.0087
C -1.463 3.140 -2.168 0.0 -0.1 0.0 -0.6371
H 1.743 4.222 -2.253 0.0 0.0 0.0 0.4116
H 2.022 2.249 -0.775 0.0 0.0 0.0 0.2745
H -2.173 1.441 -1.075 0.0 0.0 0.0 0.4719
H -2.430 3.412 -2.573 0.0 0.0 0.0 0.4338
Br 0.903 0.842 7.817 0.0 0.0 0.0 -0.2319
C 0.674 0.938 5.930 0.0 0.0 0.0 0.0155
C 0.560 2.186 5.338 0.0 0.0 0.0 -0.2599
C 0.390 2.252 3.962 0.0 0.0 0.0 -1.1887
C 0.353 1.080 3.228 0.1 -0.3 0.0 0.0746
C 0.469 -0.169 3.816 0.0 0.1 0.0 0.2835
C 0.623 -0.233 5.197 0.0 0.0 0.0 -0.3249
C 0.446 -1.481 3.028 -0.1 0.0 -0.2 0.1917
O 0.352 -2.514 3.674 0.1 0.0 0.0 -0.7304
O 0.557 -1.411 1.750 0.0 -0.1 0.4 -0.7718
H 0.598 3.084 5.939 0.0 0.0 0.0 0.3976
H 0.283 3.211 3.471 0.0 0.0 0.0 0.4454
H 0.184 1.124 2.145 -0.1 0.5 -0.2 0.5545
H 0.697 -1.207 5.661 0.0 0.0 0.0 0.5572
```
Positions in Å, forces in eV/Å.

Its frontier orbital gap (alpha / beta) is 6.898 / 6.894 eV. As for the charge: -1. The LUMO energy (alpha / beta) comes out at 2.21 / 2.21 eV.

***

Computed ΔE to the lowest compared entry with this formula, charge and spin, in the same sequence as the records: 0.000, 0.443, 5.292, 1.575 eV.